i | Formula: C38H34N6O3PbS3Te
Source: OMol25
Level of theory: the ωB97M-V functional and the def2-TZVPD basis

The geometry in ORCA input format:
```
! RIJCOSX wB97M-V def2-TZVPD def2/J DEFGRID3
* xyz 0 1
Pb 1.1212 -1.2883 0.9478
N 3.0473 6.2367 2.0639
C 2.8760 4.9549 2.5995
C 1.7661 4.1837 2.1899
C 1.6475 2.8694 2.6591
C 2.7094 2.3077 3.4367
C 3.7430 3.1303 3.9382
C 3.7745 4.4621 3.5521
S 2.6137 0.5991 3.8184
O 3.8146 0.2932 4.5504
O 1.2871 0.2817 4.3117
N 2.6271 0.1165 2.2321
C 3.6931 -0.0441 1.4827
N 3.3164 -0.6119 0.2560
C 4.2893 -1.0009 -0.6059
C 5.6275 -0.7524 -0.3130
C 5.9022 -0.0484 0.8583
N 4.9902 0.3039 1.7657
H 2.5415 6.2835 1.1759
H 4.0616 6.4709 2.0186
H 0.8870 4.6509 1.6720
H 0.7101 2.3123 2.4709
H 4.5115 2.7233 4.5908
H 4.5852 5.1092 3.8374
H 3.9458 -1.5166 -1.4762
H 6.4004 -1.1134 -0.9241
H 6.9043 0.2495 1.2130
C -2.1548 -3.9518 -0.2447
C -3.1807 -3.3506 0.7476
C -4.6130 -3.9476 0.4985
C -2.7640 -3.6871 2.1626
C -3.2263 -1.8723 0.5846
C -4.1826 -1.1830 1.3636
C -4.3279 0.1774 1.3489
C -3.6044 0.9328 0.4403
S -3.7352 2.6626 0.1053
C -2.3254 2.5016 -0.9291
N -1.9301 1.2325 -1.1116
C -2.6532 0.3261 -0.3744
C -2.3527 -1.0596 -0.2019
C -1.5638 3.5915 -1.5511
C -1.7396 4.9315 -1.1583
C -1.0659 5.9279 -1.8663
C -0.1452 5.6444 -2.8940
C 0.0935 4.3219 -3.2221
C -0.5351 3.2735 -2.5224
H -2.3308 -5.0525 -0.2214
H -1.1597 -3.6717 0.1270
H -2.2901 -3.5680 -1.2504
H -4.7452 -4.9601 0.8591
H -4.8175 -3.9635 -0.5453
H -5.3288 -3.3287 1.0453
H -2.6459 -4.7574 2.3677
H -3.6394 -3.4039 2.8034
H -1.8819 -3.1300 2.5469
H -4.8098 -1.7858 2.0537
H -5.0482 0.6117 2.0067
H -1.5970 -1.4750 -0.8705
H -2.4542 5.1339 -0.3407
H -1.3146 7.0080 -1.7250
H 0.3721 6.4730 -3.4575
H 0.7866 4.1285 -3.9467
O 2.0809 -3.1572 0.1506
N 1.8439 -4.2587 0.8641
C 1.8441 -5.3918 0.1213
C 1.5629 -6.6092 0.6629
C 1.1809 -6.6074 2.0502
C 1.2676 -5.4528 2.8141
C 1.5949 -4.2323 2.2216
S 1.6841 -2.8071 3.0940
H 2.0869 -5.2124 -0.9231
H 1.6366 -7.5552 0.0632
H 0.9555 -7.5866 2.5411
H 1.1608 -5.4909 3.9108
Te 0.1308 1.1766 -2.6029
C -1.0940 1.0225 -4.4192
C -0.9314 1.9437 -5.4226
C -1.8278 1.9226 -6.5147
C -2.9280 1.0803 -6.4543
C -3.0221 0.0666 -5.5244
C -2.0995 0.0648 -4.4725
H -0.1347 2.6437 -5.4921
H -1.7590 2.6750 -7.3126
H -3.6926 1.1326 -7.2039
H -3.8658 -0.5856 -5.4323
H -2.1578 -0.6742 -3.6690
*
```

The calculation puts the orbital gap at 6.02 eV.

=====

ii | Formula: C38H34N6O3PbS3Te
Source: OMol25
Level of theory: the ωB97M-V functional and the def2-TZVPD basis

The geometry in ORCA input format:
```
! RIJCOSX wB97M-V def2-TZVPD def2/J DEFGRID3
* xyz 0 1
Pb 0.7967 1.0421 -0.5423
N -0.2065 -6.7533 -1.2254
C -0.4118 -5.5631 -0.5929
C -0.7115 -4.3900 -1.3319
C -0.9124 -3.1943 -0.6657
C -0.8800 -3.1701 0.7227
C -0.6013 -4.2957 1.4739
C -0.3962 -5.4954 0.8209
S -1.0529 -1.5954 1.5704
O -1.0658 -1.7667 2.9929
O -2.1886 -0.9010 0.9928
N 0.2694 -0.7606 1.0781
C 1.5174 -1.2244 1.2887
N 2.5098 -0.4616 0.7430
C 3.7766 -0.8230 1.0036
C 4.0709 -1.9217 1.7835
C 2.9889 -2.6534 2.2765
N 1.7256 -2.3295 2.0175
H -0.0473 -6.7957 -2.2116
H 0.2038 -7.5022 -0.6910
H -0.8242 -4.4722 -2.4092
H -1.0054 -2.2499 -1.2088
H -0.5291 -4.1989 2.5607
H -0.2082 -6.4120 1.3850
H 4.5439 -0.1705 0.5738
H 5.0912 -2.2070 2.0001
H 3.1054 -3.5401 2.8952
C 2.8435 1.9646 3.5011
C 1.6186 2.1930 4.4323
C 0.9602 0.8125 4.7584
C 2.0912 2.8792 5.7165
C 0.6351 3.0842 3.6857
C 0.4661 4.4587 3.9778
C -0.2799 5.3017 3.1654
C -0.8602 4.7759 2.0216
S -1.6156 5.6524 0.6766
C -1.6908 4.1234 -0.2023
N -1.2316 3.0847 0.4564
C -0.7550 3.3943 1.7184
C -0.0529 2.5482 2.5846
C -2.0902 4.0321 -1.5977
C -2.1800 5.1866 -2.4033
C -2.2539 5.0503 -3.7759
C -2.2243 3.7977 -4.3625
C -2.1436 2.6475 -3.5854
C -2.1820 2.7489 -2.1869
H 3.6043 1.3428 4.0125
H 3.3207 2.9253 3.2490
H 2.5546 1.4637 2.5641
H 1.6673 0.2139 5.3748
H 0.7461 0.2443 3.8369
H 0.0159 0.9520 5.3279
H 2.7588 2.2323 6.3148
H 1.2209 3.1491 6.3703
H 2.6508 3.8119 5.4535
H 0.8928 4.8838 4.8946
H -0.3612 6.3566 3.4000
H 0.0000 1.4696 2.3679
H -2.1484 6.1841 -1.9476
H -2.3283 5.9227 -4.4062
H -2.2626 3.7204 -5.4505
H -2.0005 1.6823 -4.0669
O 0.8238 -0.8588 -1.8773
N 1.8534 -1.1893 -2.6727
C 2.0784 -2.4951 -3.0178
C 3.0906 -2.8309 -3.9120
C 3.9087 -1.8280 -4.4232
C 3.7000 -0.5016 -4.0488
C 2.6500 -0.1760 -3.1617
S 2.4265 1.5088 -2.7249
H 1.4094 -3.2065 -2.5566
H 3.2788 -3.8745 -4.1626
H 4.7074 -2.0644 -5.1105
H 4.3197 0.3233 -4.4265
Te -2.2355 1.0148 -0.9041
C -3.5014 -0.3086 -2.1001
C -3.8456 -1.5154 -1.4812
C -4.7959 -2.3626 -2.0229
C -5.4076 -2.0334 -3.2221
C -5.0812 -0.8418 -3.8402
C -4.1774 0.0550 -3.2719
H -3.3726 -1.7505 -0.5320
H -5.0540 -3.2772 -1.4907
H -6.1387 -2.7103 -3.6726
H -5.5549 -0.5846 -4.7964
H -4.0266 1.0219 -3.7473
*
```

The calculation puts the orbital gap at 6.97 eV.

=====

Most stable: ii